(1)
Density functional theory data (ωB97M-V/def2-TZVPD) for a structure of composition C4H9N3O.

Element x y z (Å)
C -0.70 0.85 -0.90
C -1.65 0.39 0.08
C -0.19 0.30 0.45
C 2.34 -1.87 0.36
H 0.52 2.55 -0.96
H -1.01 2.81 -0.49
H -0.39 0.28 -1.73
H -2.28 1.17 0.51
H -1.75 -1.35 -0.36
H 0.22 1.07 1.05
H 0.56 -1.21 1.59
H 3.16 -2.06 -0.36
H 2.37 -2.15 1.72
N -0.46 2.27 -1.06
N 0.29 -1.07 0.52
N 1.43 -1.18 -0.27
O -2.47 -0.80 -0.15

Energy above the lowest of the compared OMol25 structures with the same formula, charge and spin (kcal/mol): 123.26
HOMO (Eh): -0.329
Frontier orbital gap (eV): 9.684
Charge: 0

=====

(2)
Density functional theory data (ωB97M-V/def2-TZVPD) for a structure of composition C22H7F10FeN3OS.

Element x y z (Å)
Fe -0.63 0.00 -0.28
N 3.11 -0.54 1.28
C 3.64 -0.50 0.00
C 4.94 -0.63 -0.47
C 5.11 -0.57 -1.83
C 4.02 -0.37 -2.70
C 2.74 -0.24 -2.23
C 2.55 -0.30 -0.85
N 1.39 -0.22 -0.08
C 1.78 -0.37 1.17
C 0.77 -0.38 2.22
C 0.86 -0.50 3.56
S -0.71 -0.48 4.24
C -1.39 -0.29 2.69
N -0.51 -0.27 1.73
H 3.62 -0.67 2.14
H 5.78 -0.78 0.20
H 6.10 -0.66 -2.25
H 4.20 -0.33 -3.77
H 1.90 -0.08 -2.89
H 1.74 -0.60 4.18
H -2.45 -0.18 2.52
F -1.89 2.26 1.62
C -1.21 2.79 0.57
C -0.58 1.97 -0.35
C 0.06 2.66 -1.36
F 0.69 1.95 -2.34
C 0.10 4.03 -1.48
F 0.75 4.63 -2.50
C -0.54 4.80 -0.53
F -0.52 6.14 -0.61
C -1.21 4.18 0.50
F -1.83 4.92 1.43
F -4.52 -5.16 -0.03
C -4.04 -3.92 -0.16
C -4.89 -2.83 -0.24
F -6.21 -3.03 -0.19
C -4.40 -1.54 -0.38
F -5.27 -0.53 -0.45
C -3.02 -1.28 -0.43
O -2.52 -0.08 -0.56
C -2.21 -2.41 -0.34
F -0.85 -2.19 -0.42
C -2.67 -3.70 -0.22
F -1.82 -4.73 -0.14

HOMO (spin up / spin down) (Eh): -0.297 / -0.301
Frontier orbital gap (spin up / spin down) (eV): 7.397 / 7.520
Charge: 0

=====

(3)
Density functional theory data (ωB97M-V/def2-TZVPD) for a structure of composition C24H41N6PdS2Si3.

Element x y z (Å)
Pd 0.40 0.38 -0.18
C 1.52 1.16 4.82
N 2.52 0.80 3.84
C 3.70 0.13 4.11
C 4.31 -0.10 2.94
N 3.50 0.43 1.94
C 2.39 0.98 2.51
S 1.12 1.79 1.77
C 3.84 0.40 0.56
C 5.18 0.49 0.22
C 5.54 0.43 -1.11
C 4.54 0.27 -2.05
C 3.23 0.18 -1.62
N 2.86 0.25 -0.33
H 2.00 1.31 5.79
H 0.77 0.37 4.91
H 1.02 2.07 4.52
H 4.00 -0.12 5.11
H 5.23 -0.62 2.72
H 5.94 0.63 0.99
H 6.58 0.50 -1.40
H 4.77 0.22 -3.11
H 2.44 0.04 -2.33
C 1.21 -3.28 -0.66
Si -0.34 -2.54 -1.45
C -1.66 -3.90 -1.56
C 0.14 -2.13 -3.23
C -1.13 -1.19 -0.40
Si -1.05 -1.42 1.47
C -2.05 -2.96 1.94
C 0.69 -1.75 2.19
C -1.87 -0.01 2.46
Si -2.70 -0.38 -0.97
C -4.27 -1.01 -0.11
C -3.13 -0.45 -2.82
C -2.55 1.48 -0.51
C -3.65 2.34 -0.54
C -3.48 3.68 -0.26
C -2.21 4.14 0.05
C -1.17 3.24 0.08
N -1.34 1.94 -0.19
H 1.64 -4.02 -1.34
H 0.99 -3.79 0.28
H 1.98 -2.53 -0.47
H -1.25 -4.80 -2.03
H -2.51 -3.57 -2.16
H -2.03 -4.18 -0.58
H 0.34 -3.06 -3.76
H 1.05 -1.53 -3.29
H -0.65 -1.60 -3.76
H -1.61 -3.86 1.52
H -3.08 -2.89 1.59
H -2.08 -3.08 3.03
H 0.84 -2.83 2.33
H 0.78 -1.28 3.17
H 1.49 -1.39 1.55
H -2.95 -0.04 2.33
H -1.52 0.98 2.19
H -1.67 -0.16 3.53
H -4.37 -2.08 -0.26
H -5.16 -0.54 -0.54
H -4.26 -0.81 0.96
H -3.40 -1.48 -3.09
H -2.31 -0.14 -3.46
H -4.00 0.18 -3.03
H -4.63 1.94 -0.77
H -4.33 4.36 -0.27
H -2.03 5.19 0.27
H -0.17 3.56 0.34
N 0.75 3.74 -2.71
C -0.16 2.79 -2.96
N -1.37 3.18 -3.38
S 0.19 1.16 -2.76
H 0.60 4.71 -2.95
H 1.67 3.46 -2.41
H -1.57 4.14 -3.63
H -2.05 2.48 -3.59

HOMO (spin up / spin down) (Eh): -0.359 / -0.387
Frontier orbital gap (spin up / spin down) (eV): 7.488 / 6.854
Charge: +1
2S+1: 3

=====

(4)
Density functional theory data (ωB97M-V/def2-TZVPD) for a structure of composition C52H56KN8O5PS.

Element x y z (Å)
K -0.82 0.15 -0.40
C 2.91 4.12 1.45
N 2.61 3.29 2.59
C 2.28 4.06 3.78
C 1.83 2.15 2.34
N 1.14 1.85 1.34
N 1.99 1.24 3.41
C 1.57 -0.07 3.40
N 2.25 -0.86 4.34
N 0.64 -0.48 2.66
H 3.68 4.84 1.74
H 2.03 4.67 1.09
H 3.29 3.50 0.64
H 3.19 4.49 4.21
H 1.79 3.43 4.52
H 1.60 4.89 3.53
H 1.02 2.56 0.62
H 2.86 1.40 3.90
H 2.65 -0.38 5.14
H 1.80 -1.73 4.57
H 0.44 -1.46 2.73
O -3.49 -2.78 -1.79
C -2.94 -1.67 -1.74
O -1.73 -1.41 -1.87
C -3.87 -0.47 -1.47
C -5.26 -0.60 -1.67
C -6.08 0.47 -1.44
C -5.51 1.68 -0.97
C -6.26 2.83 -0.67
C -5.63 3.96 -0.20
C -4.24 4.00 -0.06
C -3.48 2.90 -0.36
C -4.09 1.71 -0.80
N -3.31 0.64 -1.05
H -5.64 -1.56 -2.01
H -7.15 0.41 -1.59
H -7.33 2.80 -0.80
H -6.22 4.84 0.04
H -3.76 4.90 0.29
H -2.41 2.91 -0.26
O 3.03 1.78 -1.54
H 2.54 1.92 -2.35
H 2.33 1.73 -0.87
O 0.31 0.44 -3.44
H 0.22 1.15 -2.76
H -0.37 -0.19 -3.17
C -1.32 1.72 4.35
S -3.04 1.39 3.78
C -2.79 -0.43 3.63
O -3.13 1.92 2.42
H -1.17 1.23 5.31
H -1.21 2.79 4.46
H -0.62 1.35 3.60
H -2.69 -0.84 4.62
H -1.91 -0.62 3.02
H -3.67 -0.83 3.14
N -0.74 -3.84 2.09
C -1.77 -4.63 2.48
C -2.92 -4.00 2.09
C -2.48 -2.83 1.45
N -1.17 -2.75 1.46
H 0.25 -4.03 2.13
H -1.61 -5.56 3.00
H -3.93 -4.32 2.23
H -3.06 -2.07 0.96
C 3.85 -6.54 1.71
C 2.53 -6.31 1.30
C 2.16 -5.07 0.84
C 3.07 -4.00 0.82
C 4.39 -4.25 1.22
C 4.77 -5.50 1.65
P 2.40 -2.40 0.22
C 2.67 -2.70 -1.57
C 1.57 -2.71 -2.42
C 1.74 -3.00 -3.77
C 3.00 -3.28 -4.27
C 4.10 -3.29 -3.42
C 3.93 -3.02 -2.08
C 3.80 -1.28 0.59
C 4.33 -0.42 -0.36
C 5.30 0.51 -0.01
C 5.75 0.58 1.29
C 5.23 -0.28 2.25
C 4.25 -1.19 1.91
H 4.15 -7.52 2.07
H 1.81 -7.12 1.35
H 1.16 -4.91 0.47
H 5.12 -3.45 1.20
H 5.79 -5.68 1.96
H 0.58 -2.47 -2.05
H 0.88 -2.99 -4.42
H 3.14 -3.49 -5.32
H 5.08 -3.52 -3.82
H 4.78 -3.03 -1.41
H 3.97 -0.45 -1.37
H 5.68 1.18 -0.76
H 6.51 1.31 1.57
H 5.60 -0.23 3.27
H 3.83 -1.84 2.66
C 0.18 2.50 -1.37
C 0.53 3.68 -1.31
C 1.04 5.00 -1.18
C 2.21 5.29 -1.97
C 3.24 6.15 -1.53
C 4.38 6.34 -2.28
C 4.56 5.69 -3.49
C 3.57 4.82 -3.93
C 2.43 4.62 -3.19
C 0.49 5.88 -0.22
C -0.39 5.38 0.78
C -0.90 6.18 1.76
C -0.58 7.53 1.82
C 0.22 8.07 0.82
C 0.73 7.28 -0.18
H 3.16 6.62 -0.56
H 5.14 7.02 -1.91
H 5.46 5.84 -4.07
H 3.69 4.29 -4.87
H 1.67 3.93 -3.54
H -0.64 4.33 0.75
H -1.56 5.74 2.51
H -0.96 8.16 2.62
H 0.43 9.13 0.81
H 1.32 7.73 -0.97

HOMO (Eh): 0.013
Frontier orbital gap (eV): 2.902
Charge: -2

=====

(5)
Density functional theory data (ωB97M-V/def2-TZVPD) for an isolated molecule of C5H8ClNO.

Element x y z (Å)
C 0.30 1.15 -0.50
C 1.34 0.39 0.48
C 0.47 -0.96 0.97
C -1.73 -0.77 -0.64
C -0.40 -0.12 -0.98
H -1.05 1.49 0.77
H 0.97 1.78 -1.17
H 1.57 1.09 1.31
H 0.27 -0.89 2.11
H 1.00 -1.80 0.58
H -2.72 -0.26 -0.60
H -1.89 -1.79 -0.99
H 0.31 -0.69 -1.56
N -0.76 -0.58 0.36
O -0.53 2.08 0.23
Cl 2.84 -0.09 -0.39

SMILES string: O[C@H]1[C@H](Cl)CN2C[C@@H]12
Energy above the lowest of the compared OMol25 structures with the same formula, charge and spin (kcal/mol): 99.29
HOMO (Eh): -0.340
Frontier orbital gap (eV): 10.136
Charge: 0

=====

(6)
Density functional theory data (ωB97M-V/def2-TZVPD) for a cluster of 2 separate species, C5H8ClN in total.

Element x y z (Å)
C 1.92 -0.30 -0.29
C -1.38 -0.73 -0.68
C 1.88 0.52 2.14
C -1.48 0.37 -1.37
C 1.88 0.63 0.65
N 1.62 -0.87 -1.33
Cl 2.16 2.17 -0.06
H 0.67 -0.90 -1.50
H -1.40 -0.80 0.39
H -1.13 -1.72 -1.21
H 2.37 1.44 2.53
H 0.89 0.68 2.55
H 2.41 -0.33 2.46
H -1.55 0.47 -2.40
H -1.71 1.26 -0.87

SMILES string: CC(Cl)=C=N.C=C
Energy above the lowest of the compared OMol25 structures with the same formula, charge and spin (kcal/mol): 67.45
HOMO (Eh): -0.309
Frontier orbital gap (eV): 9.226
Charge: 0

=====

Values of DFT total energy, in order: -10807.1167; -101841.0354; -83275.9084; -113439.9724; -21371.0008; -19324.0262, all in eV.